[1]
{"formula": "C26H64O22S4", "method": "ωB97M-V/def2-TZVPD", "e_above_lowest_kj_mol": 699.6, "homo_lumo_gap_ev": 9.71, "symbols": ["S", "S", "S", "S", "O", "O", "O", "O", "O", "O", "O", "O", "O", "O", "O", "O", "O", "O", "O", "O", "O", "O", "O", "O", "O", "O", "C", "C", "C", "C", "C", "C", "C", "C", "C", "C", "C", "C", "C", "C", "C", "C", "C", "C", "C", "C", "C", "C", "C", "C", "C", "C", "H", "H", "H", "H", "H", "H", "H", "H", "H", "H", "H", "H", "H", "H", "H", "H", "H", "H", "H", "H", "H", "H", "H", "H", "H", "H", "H", "H", "H", "H", "H", "H", "H", "H", "H", "H", "H", "H", "H", "H", "H", "H", "H", "H", "H", "H", "H", "H", "H", "H", "H", "H", "H", "H", "H", "H", "H", "H", "H", "H", "H", "H", "H", "H"], "positions_angstrom": [[-3.72, 6.23, 4.44], [1.05, 0.23, 0.02], [-0.42, 1.61, -7.80], [0.70, 1.66, 6.94], [0.75, 0.26, 7.34], [-1.24, -8.12, -2.61], [2.28, 0.85, -0.50], [-1.15, 0.98, -8.88], [2.28, -7.69, 4.61], [1.05, 6.48, -3.37], [0.05, 3.02, -7.96], [6.10, -2.79, -4.66], [-6.62, -4.06, -5.06], [-0.52, 2.37, 7.00], [-5.39, 1.11, 2.70], [0.53, -0.96, -0.92], [-3.43, -1.83, 3.98], [3.46, 7.42, -4.11], [5.35, -6.41, 2.76], [-5.07, -3.79, -2.40], [5.88, -0.13, -4.02], [1.29, -0.71, 1.37], [-4.26, 7.31, 5.22], [-1.22, -6.84, 0.85], [-0.11, 1.15, 0.25], [-4.23, 4.86, 4.64], [-1.51, 1.54, -6.29], [-2.02, 7.01, 2.34], [0.67, -1.96, 1.26], [1.53, 1.85, 5.34], [-1.92, 6.23, 4.76], [2.00, 2.60, 7.81], [-1.39, -7.04, -1.72], [2.85, 6.57, -4.99], [2.97, 3.18, 6.74], [-1.29, -7.64, -0.32], [-3.55, 6.74, 2.68], [-4.70, -3.34, -3.72], [0.12, -2.01, -0.14], [5.37, -2.44, -3.46], [-0.75, 0.59, -5.34], [4.54, -7.21, 3.62], [-1.24, 6.14, 3.32], [2.29, 3.13, 5.51], [0.15, -0.42, -6.11], [-5.83, -3.02, -4.69], [2.02, 5.66, -4.00], [-5.14, -0.22, 3.03], [0.97, 0.50, -7.07], [5.84, -1.05, -2.89], [3.07, -6.69, 3.98], [-3.78, -0.44, 3.82], [-1.58, 7.07, 5.36], [5.03, -7.53, 4.53], [1.39, 3.33, 8.34], [3.24, 4.19, 7.07], [-1.79, 2.55, -5.97], [3.87, 2.57, 6.72], [-3.96, 7.75, 2.62], [4.41, -8.14, 3.06], [6.21, -6.42, 3.18], [2.19, 6.95, -5.77], [0.85, 1.74, 4.49], [-3.91, 0.06, 4.78], [2.29, 1.07, 5.27], [-0.20, 6.46, 3.25], [-0.97, -1.94, -0.16], [1.62, 4.96, -4.73], [-3.00, 0.04, 3.22], [2.53, 1.93, 8.50], [-5.18, -0.87, 2.15], [1.57, 3.95, 5.41], [-3.53, -2.24, 4.84], [-1.88, 8.03, 2.72], [-1.71, 5.41, 5.46], [-1.45, 0.26, -4.58], [6.34, -3.71, -4.78], [3.08, -5.79, 4.60], [-0.81, -6.14, -1.91], [2.67, 5.19, -3.27], [3.01, 3.39, 4.74], [-2.47, 1.10, -6.56], [-6.37, -2.17, -4.28], [-5.47, -2.66, -5.66], [-0.77, -7.85, -3.40], [-2.42, -6.76, -1.95], [3.69, 6.10, -5.51], [1.66, 0.11, -7.81], [-5.58, -4.56, -2.68], [-1.70, 6.82, 1.32], [-5.31, 1.57, 3.54], [-4.01, -3.98, -4.26], [6.67, -0.40, -4.49], [0.92, -1.01, -5.61], [-7.27, -4.11, -4.35], [0.32, -2.97, -0.61], [-0.09, 1.27, -4.79], [-1.96, -8.46, -0.06], [2.50, -6.57, 3.06], [1.26, -2.78, 1.68], [-0.30, -8.10, -0.23], [5.38, -0.67, -1.98], [-1.30, 5.12, 2.96], [1.38, 7.37, -3.23], [-4.08, -2.46, -3.55], [6.87, -1.19, -2.55], [-0.45, -1.06, -6.76], [1.40, -7.67, 4.22], [4.36, -2.35, -3.85], [3.43, 8.35, -4.36], [-4.05, 6.09, 1.96], [-5.98, -0.68, 3.56], [1.58, 1.20, -6.50], [-2.04, -6.36, 1.00], [-0.23, -1.86, 1.87], [5.45, -3.07, -2.58]]}

[2]
{"formula": "C26H66N4O16S", "method": "ωB97M-V/def2-TZVPD", "homo_lumo_gap_ev": 3.86, "symbols": ["S", "O", "O", "O", "O", "O", "O", "O", "O", "O", "O", "O", "O", "O", "O", "O", "O", "N", "N", "N", "N", "C", "C", "C", "C", "C", "C", "C", "C", "C", "C", "C", "C", "C", "C", "C", "C", "C", "C", "C", "C", "C", "C", "C", "C", "C", "C", "H", "H", "H", "H", "H", "H", "H", "H", "H", "H", "H", "H", "H", "H", "H", "H", "H", "H", "H", "H", "H", "H", "H", "H", "H", "H", "H", "H", "H", "H", "H", "H", "H", "H", "H", "H", "H", "H", "H", "H", "H", "H", "H", "H", "H", "H", "H", "H", "H", "H", "H", "H", "H", "H", "H", "H", "H", "H", "H", "H", "H", "H", "H", "H", "H", "H"], "positions_angstrom": [[0.74, -0.18, -0.61], [-1.88, -1.23, -2.84], [4.16, -0.51, 1.25], [3.56, -3.53, -4.28], [-1.61, -2.83, 0.97], [0.30, -0.04, -4.49], [-3.64, -0.71, 0.23], [1.91, 3.96, -0.68], [0.25, 0.07, -1.97], [0.30, 0.93, 0.21], [4.36, 0.73, -1.67], [0.42, 2.73, -2.61], [2.17, -0.28, -0.68], [-1.42, -0.26, 2.60], [1.08, 2.73, 1.90], [2.68, -4.67, 3.26], [0.31, -1.46, -0.10], [-4.31, 0.03, -0.78], [2.38, 1.92, 4.62], [2.96, -1.77, -3.09], [2.31, -2.88, 1.99], [2.97, 2.72, 3.37], [5.24, 0.15, 0.65], [2.61, 3.13, -1.55], [-5.49, -1.82, -1.88], [-1.41, -1.69, -4.10], [1.26, -5.07, 1.33], [-5.68, -0.49, -1.17], [-0.67, -1.37, 2.91], [-3.97, 2.31, 0.35], [1.79, 3.00, -2.79], [-1.31, -2.70, 2.35], [-4.77, 2.30, -2.08], [2.17, -4.20, 2.24], [2.37, 2.49, 2.05], [3.17, 2.27, 5.83], [-6.27, 1.88, -2.07], [0.92, 2.27, 4.89], [-2.38, 1.65, -1.41], [-3.85, 1.58, -0.97], [5.25, -0.06, -0.95], [-0.94, -0.53, -4.97], [2.54, 0.44, 4.40], [3.45, -3.81, -1.85], [-6.60, -0.56, 0.10], [3.39, -3.00, -3.17], [-6.32, 0.38, -2.30], [-6.99, 2.41, -2.70], [3.34, -0.56, 0.74], [2.84, 3.77, 3.64], [-0.59, -1.47, 3.99], [-4.89, 3.37, -1.90], [-4.95, 2.06, 0.76], [-5.85, 0.21, -3.27], [-0.93, -2.40, 0.44], [-0.85, -0.85, -6.01], [5.25, 1.23, 0.80], [5.18, -1.10, -1.27], [-4.65, -1.91, -2.57], [2.82, 2.27, -0.91], [-7.35, 0.02, -2.34], [2.52, 1.43, 1.85], [2.68, -1.20, -3.87], [3.56, 3.62, -1.75], [-1.81, 0.94, -0.81], [-2.12, -2.24, -4.72], [0.24, 2.03, 4.08], [2.91, 3.11, 1.33], [2.58, 1.91, 6.67], [1.21, 3.39, -0.36], [-0.66, -2.48, -3.97], [3.44, -3.19, -0.95], [0.61, -4.50, 0.67], [2.60, -1.44, -2.20], [2.91, -2.30, 2.56], [0.81, -5.86, 1.93], [-4.28, 2.36, -3.05], [0.34, -1.28, 2.52], [1.98, -5.43, 0.59], [4.05, 2.61, 3.33], [0.79, 3.32, 5.15], [2.09, -0.18, 5.17], [-3.64, 3.35, 0.37], [2.70, -4.59, -1.98], [1.85, 4.04, -3.12], [-2.01, 2.67, -1.39], [-6.66, 2.03, -1.06], [-0.81, -3.65, 2.56], [0.70, 2.26, 1.15], [4.43, -4.28, -1.80], [6.16, -0.21, 1.12], [-1.65, 0.29, -4.90], [-1.08, -1.04, -2.35], [4.10, 1.69, 5.85], [-5.23, -2.54, -1.10], [-7.45, -1.21, -0.12], [6.27, 0.11, -1.29], [-2.26, 1.32, -2.44], [3.25, 3.35, 6.00], [1.87, -2.52, 1.16], [-6.05, -0.81, 1.01], [-7.12, 0.34, 0.43], [-6.38, -2.16, -2.41], [0.65, 1.69, 5.77], [-1.10, -0.02, 1.73], [3.62, 0.36, 4.28], [0.24, 1.79, -2.51], [3.44, 0.53, -1.47], [1.97, 0.13, 3.53], [2.18, 2.30, -3.53], [-2.21, -2.91, 2.93], [-3.28, 1.91, 1.09], [0.18, 0.12, -3.55]]}

[3]
{"formula": "C26H68Cl2CrF6N12O9P3S2", "method": "ωB97M-V/def2-TZVPD", "e_above_lowest_kj_mol": 113.6, "homo_lumo_gap_ev": [6.96, 7.92], "multiplicity": 4, "s_squared": 3.794, "symbols": ["Cr", "Cl", "Cl", "S", "S", "P", "P", "P", "F", "F", "F", "F", "F", "F", "O", "O", "O", "O", "O", "O", "O", "O", "O", "N", "N", "N", "N", "N", "N", "N", "N", "N", "N", "N", "N", "C", "C", "C", "C", "C", "C", "C", "C", "C", "C", "C", "C", "C", "C", "C", "C", "C", "C", "C", "C", "C", "C", "C", "C", "C", "C", "H", "H", "H", "H", "H", "H", "H", "H", "H", "H", "H", "H", "H", "H", "H", "H", "H", "H", "H", "H", "H", "H", "H", "H", "H", "H", "H", "H", "H", "H", "H", "H", "H", "H", "H", "H", "H", "H", "H", "H", "H", "H", "H", "H", "H", "H", "H", "H", "H", "H", "H", "H", "H", "H", "H", "H", "H", "H", "H", "H", "H", "H", "H", "H", "H", "H", "H", "H"], "positions_angstrom": [[-2.62, -2.17, -0.14], [-4.20, -4.00, 0.37], [-1.20, -0.08, 0.03], [-2.73, -1.55, -3.40], [-1.47, -3.76, -2.92], [5.93, -0.86, -0.72], [1.43, 5.59, -2.92], [-2.95, -1.59, 3.36], [-4.38, -3.67, -3.53], [-5.28, -1.93, -4.37], [0.63, -2.08, -3.53], [-3.81, -2.89, -5.49], [0.96, -3.28, -1.69], [1.06, -4.14, -3.74], [-1.07, -3.44, 0.31], [2.52, 6.57, -2.73], [-2.65, -1.85, 1.94], [-1.55, -4.76, -1.90], [-1.84, -4.24, -4.24], [-3.48, -0.35, -2.88], [-4.34, -0.85, -0.22], [-1.79, -1.45, -4.50], [7.10, -1.22, -1.56], [-4.41, -0.93, 3.67], [-2.34, -2.41, -2.11], [1.64, 4.59, -4.28], [-0.03, 6.29, -3.17], [-2.61, -2.96, 4.30], [6.32, -0.53, 0.92], [4.95, 0.40, -1.33], [1.34, 4.46, -1.55], [-5.40, 0.95, 0.63], [4.93, -2.24, -0.59], [-1.94, -0.45, 4.12], [0.98, -3.88, 1.20], [7.73, -0.50, 1.29], [0.59, 3.20, -1.57], [-0.20, 7.55, -3.91], [1.95, -4.92, 1.43], [-4.74, 0.25, 4.45], [-1.24, 5.88, -2.54], [-6.67, 1.49, 1.16], [-4.24, 1.82, 0.79], [-3.62, -3.34, 5.30], [2.19, 4.78, -0.30], [5.45, 0.16, 1.94], [0.47, -3.27, -2.98], [-1.96, -4.12, 3.77], [-5.67, -1.55, 3.25], [1.51, -2.52, 1.40], [3.50, 0.37, -1.24], [-1.31, 0.73, 3.46], [4.48, -2.74, -1.90], [-1.65, -0.46, 5.66], [-0.18, -4.21, 0.70], [-5.41, -0.25, 0.04], [5.11, -3.14, 0.50], [5.51, 1.56, -2.08], [0.49, 4.39, -5.13], [-4.21, -2.61, -4.28], [2.83, 3.79, -4.41], [-6.40, -0.70, -0.12], [-3.45, 1.61, 0.07], [2.40, -2.59, 2.03], [-3.31, -4.19, 5.90], [-1.31, 4.80, -2.46], [1.90, 4.08, 0.49], [-6.58, 1.72, 2.22], [-0.33, -5.28, 0.50], [-1.22, 6.19, -1.50], [-2.16, 1.37, 3.23], [-3.72, -2.45, 5.92], [1.75, -2.11, 0.42], [4.95, -2.57, 1.42], [2.37, -5.02, 0.44], [5.17, 1.48, -3.12], [-1.20, 7.97, -3.77], [-6.33, -1.57, 4.12], [2.57, 2.74, -4.51], [3.71, -3.49, -1.70], [4.53, -0.42, 1.96], [-2.09, 6.27, -3.10], [5.14, 2.48, -1.63], [-0.11, 3.54, -4.78], [7.82, -0.78, 2.34], [4.31, -3.87, 0.58], [-0.73, 0.47, 2.58], [2.69, -4.70, 2.21], [8.45, -1.18, 0.84], [3.28, 0.32, -0.18], [3.40, 4.12, -5.28], [5.40, -3.12, -2.34], [-0.88, -4.06, 3.87], [-0.60, -0.62, 5.90], [-2.15, -1.27, 6.19], [-0.89, 1.42, 4.19], [2.86, -0.48, -1.49], [-2.28, -4.31, 2.75], [0.01, 3.10, -0.65], [1.88, 5.75, 0.10], [1.50, -5.86, 1.76], [-7.07, 2.41, 0.73], [6.60, 1.62, -2.12], [3.60, 3.83, -3.65], [-5.70, -2.60, 2.97], [6.08, -3.63, 0.60], [-4.69, 2.76, 0.50], [-1.99, 0.47, 6.11], [-2.26, -5.08, 4.18], [8.16, 0.50, 1.35], [0.72, 4.08, -6.15], [4.22, -2.05, -2.70], [-4.60, -3.57, 4.89], [3.19, 1.30, -1.72], [-0.01, 3.05, -2.46], [5.82, 0.03, 2.95], [-6.16, -1.16, 2.36], [-3.95, 1.00, 4.45], [3.26, 4.80, -0.51], [5.26, 1.20, 1.67], [-0.03, 7.32, -4.96], [0.81, -1.83, 1.86], [0.55, 8.28, -3.61], [-3.88, 1.82, 1.82], [1.29, 2.37, -1.63], [-7.44, 0.75, 1.39], [0.01, 5.35, -5.32], [-5.62, 0.71, 4.01], [-4.94, -0.14, 5.45]]}